C4H8O | ωB97M-V with the def2-TZVPD basis set

```
13
Properties=species:S:1:pos:R:3
C -0.86 -0.41 -1.32
C -1.01 0.43 -0.12
C 1.16 0.77 0.79
C 1.34 -0.48 1.25
H -1.74 -1.12 -1.32
H 0.11 -0.99 -1.25
H -0.87 0.05 -2.34
H -1.12 -0.16 0.78
H -1.91 1.07 -0.24
H 1.89 1.53 0.95
H 0.63 -1.28 0.96
H 2.26 -0.69 1.76
O 0.12 1.29 0.12
```

Strongest force on any atom: 0.0521 Eh/bohr
M: 72.1 g mol⁻¹
Multiplicity: 1
Kohn-Sham gap: 9.92 eV
SMILES: C=COCC
Relative energy (zero: lowest compared OMol25 entry of this formula, charge and spin): 1.269 eV
Highest occupied orbital energy: -8.828 eV
LUMO: 1.1 eV

C4H8O | ωB97M-V with the def2-TZVPD basis set

```
13
Properties=species:S:1:pos:R:3
C -0.57 0.57 -0.35
C 1.86 -0.14 0.53
C -0.27 0.56 0.99
C -1.34 -0.51 -1.01
O 2.21 0.84 -0.17
H -0.36 1.45 -0.95
H 1.23 -1.01 0.27
H 2.66 -0.64 1.12
H -0.68 -0.23 1.62
H -0.10 1.50 1.49
H -1.35 -1.41 -0.40
H -0.91 -0.78 -1.98
H -2.37 -0.19 -1.16
```

Strongest force on any atom: 0.0976 Eh/bohr
M: 72.1 g mol⁻¹
Multiplicity: 1
Kohn-Sham gap: 9.21 eV
SMILES: C=CC.C=O
Relative energy (zero: lowest compared OMol25 entry of this formula, charge and spin): 3.291 eV
Highest occupied orbital energy: -9.102 eV
LUMO: 0.1 eV